Version P
A cluster of 10 separate species, C60H150N10O20 in total. Source: the OMol25 dataset; level of theory: ωB97M-V/def2-TZVPD.

The highest occupied orbital energy comes out at -8.2 eV. The frontier orbital gap comes out at 8.7630 eV. As for the LUMO energy: 0.564 eV. The SMILES is COCCNCCOC.COCCNCCOC.COCCNCCOC.COCCNCCOC.COCCNCCOC.COCCNCCOC.COCCNCCOC.COCCNCCOC.COCCNCCOC.COCCNCCOC.

The geometry in ORCA input format:
```
! wB97M-V def2-TZVPD RIJCOSX def2/J DEFGRID3
* xyz 0 1
C 7.4621 -9.3515 -17.5827
O 7.4362 -10.6942 -17.2658
C 6.9958 -11.5000 -18.3475
C 6.8294 -13.0565 -18.1309
N 5.7938 -13.2698 -17.1398
C 5.7397 -14.7026 -16.6608
C 4.7548 -14.6785 -15.5084
O 5.0037 -13.5415 -14.5954
C 3.9205 -13.3851 -13.7007
H 8.0774 -9.0760 -18.4393
H 7.9428 -8.8218 -16.7602
H 6.4607 -8.9231 -17.6247
H 7.7465 -11.3301 -19.1192
H 6.0919 -11.0017 -18.6979
H 7.8060 -13.3634 -17.7565
H 6.6577 -13.5545 -19.0852
H 5.8625 -12.5862 -16.3996
H 6.7016 -15.1421 -16.3967
H 5.3908 -15.3964 -17.4256
H 4.7769 -15.6517 -15.0181
H 3.7861 -14.6401 -16.0067
H 2.9291 -13.4970 -14.1397
H 4.0507 -12.4538 -13.1495
H 3.9719 -14.1002 -12.8797
C -5.3142 -3.4876 -14.1989
O -4.0451 -2.9908 -14.5728
C -3.9364 -2.2531 -15.7736
C -2.4992 -1.7841 -16.2170
N -1.6529 -2.8366 -16.6890
C -1.3955 -3.8114 -15.6852
C 0.0066 -4.6056 -15.9204
O 0.9972 -3.6510 -16.1059
C 2.3404 -4.1465 -15.9831
H -5.9929 -2.6413 -14.0930
H -5.1851 -3.8843 -13.1920
H -5.6782 -4.2432 -14.8951
H -4.4897 -1.3314 -15.5937
H -4.3818 -2.7645 -16.6270
H -1.9979 -1.2396 -15.4169
H -2.5536 -1.0502 -17.0211
H -0.7503 -2.4361 -16.9014
H -2.2147 -4.5181 -15.8178
H -1.3784 -3.3678 -14.6897
H -0.1233 -5.2938 -16.7557
H 0.3330 -5.1317 -15.0233
H 2.5032 -4.7440 -15.0861
H 3.0791 -3.3494 -16.0674
H 2.5470 -4.7878 -16.8399
C 6.0923 -8.6831 -7.0248
O 4.8775 -8.8401 -7.7984
C 4.9918 -8.8576 -9.2123
C 3.6754 -9.4400 -9.8581
N 3.6412 -9.2366 -11.2968
C 2.5441 -9.9023 -11.9743
C 2.7062 -9.7650 -13.5447
O 1.7981 -10.6074 -14.1759
C 1.9570 -10.6520 -15.5756
H 6.5255 -7.7112 -7.2613
H 6.7526 -9.5400 -7.1584
H 5.9017 -8.6858 -5.9516
H 5.9137 -9.3611 -9.5031
H 5.3603 -7.9222 -9.6336
H 2.7709 -9.0817 -9.3665
H 3.6625 -10.4976 -9.5946
H 3.5944 -8.2409 -11.4594
H 1.6493 -9.3082 -11.7889
H 2.2752 -10.9103 -11.6585
H 3.7376 -9.9902 -13.8163
H 2.5920 -8.7235 -13.8453
H 3.0006 -10.8922 -15.7786
H 1.6331 -9.7833 -16.1488
H 1.3766 -11.4316 -16.0690
C 6.0453 -1.7732 -13.0336
O 7.1210 -2.6495 -12.8349
C 7.7086 -3.1729 -14.0246
C 8.9704 -3.9775 -13.7987
N 8.5946 -5.2821 -13.1830
C 9.7736 -6.1345 -13.1732
C 9.9736 -6.9545 -14.4552
O 11.4004 -7.0367 -14.8282
C 12.1036 -7.8931 -13.9764
H 6.3352 -0.7732 -13.3562
H 5.4722 -1.6008 -12.1226
H 5.3676 -2.1603 -13.7945
H 8.0084 -2.2621 -14.5430
H 6.9547 -3.6130 -14.6773
H 9.7106 -3.4918 -13.1629
H 9.4301 -4.1846 -14.7652
H 8.3213 -5.1661 -12.2177
H 9.5651 -6.7393 -12.2907
H 10.6555 -5.5642 -12.8815
H 9.4271 -6.4977 -15.2803
H 9.4843 -7.9280 -14.4853
H 11.5465 -8.7072 -13.5127
H 12.4652 -7.3012 -13.1355
H 12.8616 -8.3715 -14.5966
C -2.3440 -8.4600 -5.9014
O -3.4329 -7.5619 -5.4468
C -3.1176 -6.2061 -5.6436
C -2.7484 -5.8033 -7.0690
N -2.7406 -4.3272 -7.1070
C -2.2705 -3.8309 -8.3969
C -3.2303 -4.0868 -9.5928
O -2.9779 -5.4011 -10.1443
C -3.8748 -5.8249 -11.0775
H -1.3869 -8.0129 -5.6328
H -2.4309 -8.6962 -6.9620
H -2.4812 -9.3555 -5.2953
H -2.2314 -5.9847 -5.0488
H -3.8685 -5.4913 -5.3070
H -3.5314 -6.3230 -7.6212
H -1.7822 -6.2077 -7.3704
H -2.3073 -3.9842 -6.2616
H -1.2484 -4.0970 -8.6659
H -2.2031 -2.7512 -8.2632
H -3.0233 -3.2681 -10.2820
H -4.2889 -4.0367 -9.3377
H -4.9118 -5.8584 -10.7436
H -3.6633 -6.8135 -11.4849
H -3.7902 -5.1508 -11.9300
C 2.8703 0.0252 -12.2461
O 3.0665 -0.1955 -13.6530
C 1.9524 -0.6715 -14.4479
C 2.2713 -0.5633 -15.9254
N 1.1884 -1.1431 -16.7471
C 1.4578 -1.1366 -18.1850
C 0.4666 -2.0436 -19.0498
O 0.9548 -2.0486 -20.4078
C 0.1871 -2.8871 -21.2992
H 3.8135 0.3187 -11.7854
H 2.4853 -0.8201 -11.6757
H 2.1486 0.8396 -12.1832
H 0.9992 -0.1843 -14.2426
H 1.7281 -1.7085 -14.1982
H 3.1730 -1.1025 -16.2156
H 2.4625 0.4799 -16.1769
H 0.9322 -2.0693 -16.4363
H 2.4410 -1.5708 -18.3667
H 1.4907 -0.1541 -18.6560
H -0.5535 -1.6619 -19.0077
H 0.4963 -3.0361 -18.6001
H -0.1697 -3.8284 -20.8813
H 0.7456 -3.1385 -22.2009
H -0.7063 -2.3385 -21.5974
C -2.2478 -1.3012 -12.7081
O -1.6738 -0.8623 -11.5011
C -0.4464 -1.4065 -11.1338
C 0.1200 -0.9572 -9.7752
N 0.2283 0.4857 -9.7710
C 0.7665 0.8782 -8.5171
C -0.2290 0.6974 -7.3043
O -1.3998 1.4234 -7.4955
C -1.3494 2.7936 -7.3606
H -1.6422 -1.0802 -13.5870
H -3.2177 -0.8397 -12.8934
H -2.4481 -2.3727 -12.7077
H 0.3427 -1.0868 -11.8144
H -0.4875 -2.4958 -11.1308
H 1.0384 -1.5091 -9.5749
H -0.5719 -1.2606 -8.9895
H -0.7033 0.8759 -9.7663
H 1.0498 1.9297 -8.4715
H 1.6508 0.2713 -8.3225
H 0.2820 0.9667 -6.3800
H -0.4537 -0.3658 -7.2190
H -0.9325 3.0828 -6.3959
H -2.3480 3.2296 -7.3877
H -0.7792 3.2787 -8.1529
C 1.1911 -6.3213 -7.9119
O 2.2016 -5.3333 -7.7830
C 3.5152 -5.8711 -7.5607
C 4.4210 -4.8498 -6.7940
N 4.9776 -3.8005 -7.6491
C 3.9829 -2.8257 -8.1955
C 4.7244 -2.0486 -9.2855
O 5.9468 -1.3909 -8.7761
C 6.4971 -0.3791 -9.6146
H 0.2725 -5.7788 -8.1353
H 1.0131 -6.9773 -7.0598
H 1.3022 -7.0191 -8.7419
H 3.9998 -6.2283 -8.4693
H 3.5250 -6.7612 -6.9317
H 5.1915 -5.3945 -6.2483
H 3.7245 -4.4394 -6.0630
H 5.8108 -3.3548 -7.2923
H 3.5991 -2.1013 -7.4771
H 3.0098 -3.1907 -8.5237
H 3.9544 -1.3757 -9.6629
H 4.9069 -2.6893 -10.1482
H 6.8571 -0.9319 -10.4822
H 7.3153 0.1722 -9.1510
H 5.7812 0.3437 -10.0061
C -0.8201 -9.1595 -13.5316
O -2.1420 -8.6760 -13.2894
C -2.6668 -8.1481 -14.5197
C -4.1032 -7.5535 -14.3410
N -5.0041 -8.5356 -13.8055
C -6.1639 -7.8644 -13.3041
C -6.8646 -8.5353 -12.1275
O -5.9176 -8.4349 -11.0906
C -6.4860 -8.9117 -9.8491
H -0.2658 -8.3749 -14.0465
H -0.8588 -10.0683 -14.1322
H -0.3323 -9.5340 -12.6316
H -2.6243 -8.9861 -15.2155
H -2.0508 -7.3323 -14.8982
H -4.4548 -7.1591 -15.2944
H -4.0558 -6.6828 -13.6870
H -4.5936 -9.0171 -13.0183
H -6.8470 -7.8093 -14.1517
H -5.8579 -6.8770 -12.9584
H -7.2756 -9.5275 -12.3142
H -7.7371 -7.9097 -11.9392
H -6.7064 -9.9725 -9.9680
H -7.3795 -8.3746 -9.5307
H -5.8446 -8.7498 -8.9828
C 4.5333 -7.5621 -15.7363
O 4.2277 -6.6805 -14.7193
C 5.2880 -6.3621 -13.8138
C 4.6681 -5.3768 -12.7916
N 3.5808 -6.0981 -12.1302
C 2.9119 -5.3022 -11.0984
C 1.9822 -4.1676 -11.7026
O 1.1396 -4.6300 -12.7529
C 0.1747 -5.5688 -12.2222
H 5.2096 -7.0943 -16.4518
H 3.6937 -7.8965 -16.3457
H 5.1387 -8.3696 -15.3244
H 6.1564 -5.9109 -14.2938
H 5.6430 -7.2685 -13.3234
H 4.4075 -4.4389 -13.2820
H 5.4997 -5.1328 -12.1305
H 2.9162 -6.1921 -12.8849
H 3.6483 -4.7300 -10.5341
H 2.3259 -5.8054 -10.3294
H 2.6715 -3.4873 -12.2028
H 1.4368 -3.7164 -10.8736
H -0.5039 -5.2695 -11.4235
H 0.6165 -6.5255 -11.9435
H -0.5259 -5.8703 -13.0010
*
```

Version Q
A cluster of 10 separate species, C60H150N10O20 in total. Source: the OMol25 dataset; level of theory: ωB97M-V/def2-TZVPD.

The highest occupied orbital energy comes out at -8.0 eV. The frontier orbital gap comes out at 8.6646 eV. As for the LUMO energy: 0.683 eV. The SMILES is COCCNCCOC.COCCNCCOC.COCCNCCOC.COCCNCCOC.COCCNCCOC.COCCNCCOC.COCCNCCOC.COCCNCCOC.COCCNCCOC.COCCNCCOC.

The geometry in ORCA input format:
```
! wB97M-V def2-TZVPD RIJCOSX def2/J DEFGRID3
* xyz 0 1
C 4.3219 -25.8213 -2.3169
O 3.1384 -26.2270 -1.6212
C 1.9286 -26.0051 -2.3587
C 0.6613 -25.9693 -1.4358
N 0.7466 -27.2043 -0.6146
C -0.0112 -27.0395 0.6120
C 0.7490 -26.3176 1.7729
O 1.8409 -27.1166 2.2257
C 2.7638 -26.5270 3.1297
H 4.2777 -24.7324 -2.3334
H 4.3816 -26.3388 -3.2744
H 5.1687 -26.1102 -1.6943
H 1.7810 -26.8299 -3.0559
H 1.8780 -25.1000 -2.9639
H -0.2134 -25.9412 -2.0856
H 0.6830 -25.0799 -0.8059
H 1.6798 -27.3034 -0.2415
H -0.3058 -28.0590 0.8607
H -0.9192 -26.4829 0.3804
H 0.0287 -26.2627 2.5891
H 1.1155 -25.3040 1.6102
H 3.4785 -27.2263 3.5635
H 2.2244 -26.0374 3.9406
H 3.2624 -25.7346 2.5714
C 5.2801 -43.4967 -4.5948
O 4.0656 -43.2032 -5.2473
C 3.7275 -41.8297 -5.5106
C 3.4556 -41.0740 -4.1936
N 2.6016 -39.9095 -4.5343
C 2.1241 -39.0869 -3.3942
C 3.1748 -38.6652 -2.3787
O 2.7034 -37.8433 -1.3765
C 3.5998 -37.5082 -0.3777
H 5.4068 -44.5366 -4.2939
H 5.3762 -42.8584 -3.7164
H 6.1454 -43.2655 -5.2160
H 2.8278 -41.7235 -6.1167
H 4.4803 -41.3834 -6.1605
H 4.4068 -40.7276 -3.7892
H 2.9643 -41.8218 -3.5712
H 1.8754 -40.3402 -5.0887
H 1.5527 -39.8067 -2.8081
H 1.4455 -38.2819 -3.6764
H 3.9649 -38.1543 -2.9290
H 3.6141 -39.5381 -1.8959
H 4.3036 -36.7428 -0.7047
H 4.1122 -38.4161 -0.0592
H 3.1296 -37.0524 0.4937
C -7.8988 -31.5131 -2.8353
O -7.1543 -31.7940 -4.0380
C -7.2626 -33.1057 -4.6552
C -7.0696 -34.2535 -3.6521
N -7.0914 -35.5688 -4.2141
C -5.8639 -35.8698 -4.8839
C -4.6234 -36.2471 -3.9707
O -4.0662 -35.1533 -3.1705
C -3.3373 -34.2439 -3.9284
H -7.7474 -30.5400 -2.3683
H -7.7754 -32.2401 -2.0326
H -8.9515 -31.4952 -3.1178
H -6.5254 -33.1051 -5.4581
H -8.2151 -33.2944 -5.1504
H -7.9376 -34.2376 -2.9930
H -6.1717 -34.1057 -3.0520
H -7.8913 -35.6639 -4.8233
H -5.6333 -35.1886 -5.7031
H -6.0163 -36.7282 -5.5381
H -3.8598 -36.8019 -4.5160
H -4.9683 -36.9511 -3.2135
H -2.3549 -34.6105 -4.2262
H -3.0487 -33.3727 -3.3405
H -3.9620 -33.8573 -4.7337
C -2.3283 -29.7371 2.8807
O -1.8923 -30.1041 1.6220
C -2.8740 -30.6906 0.7389
C -2.1756 -31.9031 0.0235
N -1.9518 -32.9770 0.9714
C -1.5394 -34.1981 0.2917
C -1.0473 -35.3462 1.2647
O 0.1629 -34.9118 1.9170
C 0.8664 -35.8965 2.6370
H -2.7218 -30.5997 3.4185
H -3.1470 -29.0248 2.7780
H -1.5386 -29.2676 3.4674
H -3.2899 -30.0804 -0.0628
H -3.7467 -31.0350 1.2937
H -1.1841 -31.6527 -0.3536
H -2.8305 -32.1916 -0.7987
H -1.2410 -32.7840 1.6624
H -0.7052 -34.0090 -0.3839
H -2.2578 -34.4549 -0.4868
H -0.8159 -36.0615 0.4755
H -1.8154 -35.7863 1.9008
H 1.3381 -36.6295 1.9826
H 0.2121 -36.3423 3.3861
H 1.6447 -35.3510 3.1707
C 3.6659 -35.9204 -5.5434
O 3.9640 -34.7484 -4.8799
C 5.3258 -34.7938 -4.3840
C 5.5602 -33.4736 -3.6321
N 5.4071 -32.4417 -4.5863
C 5.5878 -31.0888 -4.0855
C 5.5231 -29.9934 -5.2344
O 4.2255 -29.8373 -5.8004
C 3.2473 -29.1207 -5.0424
H 3.5829 -36.7871 -4.8876
H 4.4310 -36.0846 -6.3022
H 2.7664 -35.7879 -6.1446
H 6.1106 -34.9247 -5.1291
H 5.4515 -35.5964 -3.6573
H 6.5414 -33.4621 -3.1577
H 4.7970 -33.3874 -2.8587
H 4.4921 -32.5506 -4.9998
H 6.5790 -30.9657 -3.6491
H 4.7776 -30.9215 -3.3758
H 6.1090 -30.4624 -6.0249
H 5.9813 -29.0446 -4.9553
H 2.6723 -29.7781 -4.3902
H 2.4538 -28.7782 -5.7066
H 3.5744 -28.2054 -4.5492
C 4.4762 -32.2231 -8.0968
O 3.3061 -32.8548 -8.5346
C 2.0935 -32.1821 -8.2200
C 1.7974 -32.1753 -6.7148
N 0.4658 -31.6510 -6.3936
C -0.6176 -32.5381 -6.8769
C -1.9809 -32.0844 -6.4392
O -3.0087 -32.8118 -7.1794
C -4.2962 -32.1570 -7.2763
H 4.4104 -32.1425 -7.0118
H 4.6905 -31.2373 -8.5095
H 5.3227 -32.8191 -8.4381
H 1.3308 -32.7312 -8.7721
H 2.1003 -31.1374 -8.5311
H 2.4662 -31.5111 -6.1674
H 2.0309 -33.1181 -6.2202
H 0.5259 -31.5371 -5.3918
H -0.4098 -33.5525 -6.5366
H -0.6178 -32.3585 -7.9520
H -2.0632 -31.0006 -6.5217
H -2.1116 -32.2893 -5.3766
H -4.6595 -31.9259 -6.2749
H -5.0515 -32.7973 -7.7321
H -4.1913 -31.2063 -7.7990
C -8.8651 -27.3501 -4.1101
O -7.6896 -27.9586 -4.5731
C -7.5258 -27.7064 -6.0012
C -6.5417 -28.6466 -6.6469
N -5.2138 -28.3784 -6.1126
C -4.7309 -27.2523 -6.8692
C -3.2320 -27.2062 -6.8314
O -2.7495 -26.8655 -5.5121
C -1.3267 -26.6239 -5.4199
H -9.8043 -27.5201 -4.6364
H -8.6825 -26.2791 -4.1982
H -8.9674 -27.5459 -3.0427
H -7.3940 -26.6375 -6.1687
H -8.4574 -27.8306 -6.5533
H -6.4790 -28.6373 -7.7351
H -6.7823 -29.6637 -6.3374
H -5.1378 -28.2139 -5.1190
H -5.3012 -26.3625 -6.6022
H -5.0232 -27.3459 -7.9151
H -2.8917 -26.4533 -7.5423
H -2.7058 -28.1048 -7.1534
H -1.0235 -25.8335 -6.1065
H -0.7395 -27.5186 -5.6266
H -1.0344 -26.3076 -4.4186
C -3.9870 -30.3670 -3.6018
O -2.7030 -30.3905 -3.0613
C -1.7746 -29.3566 -3.3977
C -0.3796 -29.8774 -2.9632
N -0.1174 -31.1905 -3.4508
C 0.9900 -31.8656 -2.7978
C 1.3835 -33.2875 -3.2230
O 0.6306 -34.2457 -2.4709
C 1.2213 -35.5613 -2.6158
H -4.4581 -29.4976 -3.1431
H -4.5771 -31.2434 -3.3341
H -3.9637 -30.1852 -4.6763
H -1.9284 -28.4066 -2.8859
H -1.8594 -29.2362 -4.4777
H -0.2612 -29.8062 -1.8820
H 0.3846 -29.2207 -3.3789
H -0.9653 -31.7051 -3.2598
H 0.7500 -31.9625 -1.7390
H 1.8481 -31.1950 -2.8447
H 2.4370 -33.3514 -2.9508
H 1.3436 -33.4368 -4.3020
H 1.2040 -35.9490 -3.6343
H 0.6109 -36.2228 -2.0010
H 2.1996 -35.4993 -2.1392
C 8.2227 -31.7092 -1.0765
O 7.0371 -30.8966 -1.2013
C 7.2284 -29.4829 -1.1763
C 5.9213 -28.7852 -0.9642
N 5.1180 -29.5077 -0.0183
C 3.7581 -28.8476 0.0519
C 2.8010 -29.7644 0.9062
O 2.5902 -30.9887 0.1866
C 1.7139 -31.8284 0.8376
H 8.5311 -31.6437 -0.0331
H 9.0110 -31.4065 -1.7658
H 8.0602 -32.7617 -1.3087
H 7.7683 -29.3170 -2.1085
H 7.8183 -29.1733 -0.3136
H 5.4069 -28.7151 -1.9227
H 6.2171 -27.7642 -0.7232
H 5.0304 -30.4369 -0.4044
H 3.3806 -28.8764 -0.9702
H 3.8159 -27.8766 0.5437
H 1.8909 -29.1904 1.0804
H 3.2339 -29.9746 1.8842
H 2.1021 -32.3840 1.6913
H 1.4341 -32.7167 0.2711
H 0.8308 -31.2784 1.1625
C -1.1193 -23.2155 1.9641
O -1.7928 -23.6998 3.1519
C -3.1546 -24.0475 3.0320
C -3.4398 -25.4153 2.5041
N -3.4721 -25.4144 1.0203
C -3.6775 -26.7007 0.3835
C -3.8296 -26.8102 -1.1175
O -4.9911 -26.0522 -1.5399
C -5.2963 -26.0408 -2.9189
H -0.0718 -22.9668 2.1346
H -1.6385 -22.3516 1.5492
H -1.1526 -23.9864 1.1942
H -3.6431 -23.3148 2.3898
H -3.6066 -23.9659 4.0205
H -4.4738 -25.6535 2.7533
H -2.7429 -26.1887 2.8273
H -4.1549 -24.7123 0.7734
H -4.6087 -27.0983 0.7871
H -2.9193 -27.3963 0.7433
H -3.9170 -27.8593 -1.4002
H -2.9525 -26.4136 -1.6288
H -6.0362 -25.2451 -3.0060
H -5.6050 -26.9931 -3.3501
H -4.4156 -25.6785 -3.4491
*
```

Energies, relative to the best one, in eV: version P 0.421; version Q 0.000.

Version P
An isolated molecule of C2H3ClO2. Source: the OMol25 dataset; level of theory: ωB97M-V/def2-TZVPD.

The highest occupied orbital energy comes out at -10.5 eV. The frontier orbital gap comes out at 10.5506 eV. As for the LUMO energy: 0.058 eV. The SMILES is CC(=O)OCl.

The geometry in ORCA input format:
```
! wB97M-V def2-TZVPD RIJCOSX def2/J DEFGRID3
* xyz 0 1
C -0.2601 -0.4244 -0.0310
C 1.0926 -0.0174 -0.0226
O -0.8055 -1.4712 -0.1345
O -1.2310 0.7903 0.0689
Cl -2.9193 0.3901 0.0314
H 1.5774 -0.3517 0.9169
H 1.4755 -0.0555 -1.0446
H 1.0706 1.1399 0.2156
*
```

Version Q
A structure of composition C2H3ClO2. Source: the OMol25 dataset; level of theory: ωB97M-V/def2-TZVPD.

The highest occupied orbital energy (spin up / spin down) comes out at -8.2 / -8.2 eV. The frontier orbital gap (spin up / spin down) comes out at 8.2125 / 8.2118 eV. As for the LUMO energy (spin up / spin down): 0.060 / 0.060 eV.

The geometry in ORCA input format:
```
! wB97M-V def2-TZVPD RIJCOSX def2/J DEFGRID3
* xyz 0 1
C -1.5996 0.6269 0.1777
C 1.1060 -0.4220 0.4730
O -0.6875 -0.1341 -0.0970
O 1.3774 -1.5131 -0.1265
Cl 2.0025 0.9417 -0.1209
H -2.5996 0.2455 0.3919
H -1.4646 1.7083 0.2713
H 1.8653 -1.4533 -0.9695
*
```

Energies, relative to the best one, in eV: version P 0.000; version Q 1.553.